{
  "formula": "C24H27ClN4O3",
  "method": "wB97M-V/def2-TZVPD",
  "elements": ["H", "C", "C", "C", "H", "H", "H", "C", "O", "C", "C", "H", "C", "H", "N", "H", "H", "C", "C", "C", "H", "H", "C", "C", "C", "C", "C", "H", "C", "O", "H", "Cl", "H", "H", "H", "H", "C", "C", "N", "H", "H", "H", "N", "C", "H", "C", "H", "H", "H", "N", "C", "C", "C", "H", "C", "H", "O", "H", "H"],
  "coordinates": [[4.572, -0.559, 3.880], [-3.619, -2.329, -3.346], [-0.389, -2.500, 0.028], [1.612, 3.027, 0.984], [4.337, -3.047, 2.806], [-2.418, 0.526, -2.022], [2.181, -2.273, 4.447], [0.831, 4.129, 1.402], [-0.171, -0.107, 0.900], [-0.506, -0.226, -0.228], [-3.960, -1.672, -0.775], [-3.380, -2.702, -5.259], [-0.811, -1.964, -2.937], [-1.348, 4.619, 1.790], [0.006, 2.066, -0.228], [-4.133, -0.593, -0.638], [-0.715, -3.519, -0.443], [-1.674, -1.626, -1.739], [3.426, -0.838, 4.012], [-0.542, 0.852, -1.030], [-4.751, -2.423, -3.172], [1.734, 1.571, -0.286], [2.811, -0.673, 2.346], [-1.902, 1.459, -1.699], [-0.607, 4.027, 1.346], [3.085, -2.038, 4.237], [-1.191, 3.085, 0.404], [3.702, -0.161, 1.611], [1.042, -2.277, 0.256], [-4.094, 1.399, -0.309], [-0.967, -2.450, 1.081], [3.252, 3.103, 1.315], [0.715, 1.791, -2.510], [3.023, -4.084, 2.875], [3.549, -2.436, 1.023], [1.150, 0.175, -1.823], [1.147, 2.344, 0.023], [-2.928, 1.749, -0.629], [1.632, -2.522, 1.311], [3.055, -0.043, 4.472], [3.549, -2.467, 4.953], [-0.098, 0.288, -3.135], [-2.409, 2.824, 0.400], [-3.106, -1.893, -2.096], [0.751, -2.639, 2.450], [2.926, -2.210, 1.812], [-1.852, 2.167, -2.278], [0.216, -2.123, -3.077], [-4.787, -2.340, -0.895], [-0.890, -1.422, -0.754], [3.303, -2.941, 2.931], [0.404, 0.658, -2.282], [-1.341, -2.215, -4.358], [-3.318, -1.841, 0.073], [-2.781, -2.437, -4.387], [1.332, 4.744, 1.953], [1.704, -2.262, -0.731], [2.026, -0.296, 2.142], [-0.873, -2.583, -5.033]],
  "atomic_forces_ev_per_a": [[-2.1, -1.1, 0.4], [-1.1, 1.7, 5.1], [-4.4, -2.0, 3.5], [0.9, 6.3, 2.8], [2.0, 0.0, 0.3], [0.7, 0.8, -1.4], [-6.8, -0.4, 1.6], [-6.0, -4.8, -1.2], [1.7, -0.6, 3.4], [-2.8, -3.9, 1.4], [1.4, 0.6, -2.4], [1.0, -0.1, -0.6], [-4.4, -0.4, -4.4], [-0.4, 1.2, 0.7], [-13.7, 0.9, -2.1], [-1.0, -0.6, -0.5], [1.2, 2.0, 0.7], [-2.4, -3.8, -13.4], [5.1, 9.9, -9.0], [-0.1, 10.0, -6.1], [1.7, -0.3, -1.6], [2.6, -1.8, -1.5], [15.9, -5.0, 0.9], [-2.5, -11.2, 8.3], [3.9, -0.8, -2.6], [-0.3, -9.8, -3.6], [4.1, -2.0, 1.5], [-2.5, -0.7, 2.3], [-1.9, -2.1, -3.2], [4.2, 0.2, -2.6], [1.1, -0.4, -2.0], [2.1, -0.1, 0.4], [-0.4, -2.6, 0.2], [-0.2, 2.2, 0.7], [1.7, 0.4, -1.9], [3.5, -2.3, 0.2], [5.2, -4.1, -0.9], [-2.2, 3.6, 5.7], [-3.2, -2.3, 12.0], [-1.9, 3.2, 2.5], [3.7, -3.2, 5.1], [-0.1, -0.8, -0.5], [-2.3, -2.6, -3.4], [2.4, 1.3, 4.6], [3.1, 0.6, -4.3], [-3.4, 4.4, -1.2], [1.3, 7.2, -6.3], [1.7, 0.4, 1.5], [-0.9, 0.0, 0.7], [2.4, 1.1, 6.6], [1.1, -3.9, 3.8], [-2.0, 5.8, 0.6], [-8.7, 3.5, 13.3], [0.1, -0.9, 0.4], [1.2, 0.1, -2.4], [2.3, 4.2, 3.4], [2.7, 1.9, -5.0], [-10.4, 4.9, -2.1], [6.4, -3.8, -8.2]],
  "mulliken_charge": [0.1924, -0.5648, -0.1456, 0.2197, 0.4958, 0.0058, 0.5263, -0.8855, -0.6181, 0.7202, -1.4312, 0.3440, -0.3595, 0.4644, 0.2616, 0.3055, 0.2504, -0.0622, -0.5515, 0.3736, 0.2847, 0.3474, -1.1517, -1.4795, -0.5605, -1.4135, 0.5642, 0.1180, 0.0919, -0.6410, 0.2515, -0.2273, 0.4158, 0.2567, 0.6522, 0.6754, 0.1718, 0.5551, -0.2029, 0.4523, 0.7944, 0.4822, -0.6562, 0.3177, 0.3457, -0.1245, 1.0920, 0.5753, 0.5666, 1.2159, -1.0795, -2.1927, -1.6348, 0.1876, -0.1419, 0.6308, -0.6897, 0.9154, 0.6938],
  "total_charge": 0,
  "homo_energy_ev": -7.522
}